DFT (ωB97M-V with the def2-TZVPD basis set) results for a structure of composition C28H21Br2N3O4S5Ta.

The geometry in ORCA input format:
```
! wB97M-V def2-TZVPD RIJCOSX def2/J DEFGRID3
* xyz -1 1
Ta -0.359 0.036 0.475
Br -4.869 5.294 -2.994
Br -3.115 3.274 1.974
S 2.531 0.332 -4.334
S -0.031 -1.342 -1.472
S 1.893 -1.991 -2.005
S 2.009 -1.599 -4.008
S -2.646 -1.858 0.925
O -2.526 -0.552 -0.202
O -3.875 -1.640 1.643
O -1.166 1.758 0.184
O -1.446 -1.259 1.698
N 1.327 -1.425 1.244
N 2.529 -1.107 1.135
N -0.930 1.767 -2.467
C -3.688 4.171 -2.017
C 0.191 -4.860 2.034
C -3.213 -0.738 -1.450
C 0.171 0.139 3.646
C 1.901 1.970 -0.730
C 0.467 0.700 4.883
C -0.778 1.744 -3.766
C -1.874 2.569 -1.930
C 0.767 2.176 2.571
C -2.540 3.342 -4.105
C -2.725 3.388 -2.703
C 4.051 0.473 0.215
C 0.323 0.854 2.454
C 1.569 -4.066 3.836
C 0.359 -3.657 1.366
C -2.940 3.314 0.099
C 4.288 1.617 -0.516
C 1.624 0.816 0.002
C 2.732 0.090 0.448
C 3.207 2.354 -0.995
C 0.912 2.010 4.967
C -1.576 2.532 -4.629
C 1.055 2.750 3.801
C 1.141 -2.667 1.941
C 1.753 -2.864 3.170
C -1.987 2.536 -0.504
C -3.798 4.137 -0.661
C 0.788 -5.065 3.271
H -3.166 3.953 -4.742
H 0.646 -6.003 3.792
H 0.339 0.109 5.783
H 2.353 -2.069 3.592
H -1.409 2.482 -5.697
H -2.877 0.048 -2.119
H -0.090 -3.483 0.396
H 2.036 -4.221 4.801
H -4.285 -0.662 -1.271
H 4.854 -0.149 0.588
H -4.539 4.735 -0.152
H 5.301 1.926 -0.742
H 1.089 2.561 -1.133
H -2.955 -1.705 -1.881
H 3.388 3.233 -1.601
H -0.408 -5.641 1.584
H 1.394 3.778 3.847
H 0.018 1.107 -4.150
H 1.142 2.452 5.929
H 0.896 2.779 1.680
H -0.199 -0.878 3.625
*
```

The lowest unoccupied orbital energy comes out at 1.70 eV. As for the HOMO-LUMO gap: 5.3 eV. The HOMO energy is -3.57 eV. For the energy above the lowest of the compared OMol25 structures with the same formula, charge and spin, the calculation gives 174.78 kJ/mol.

These are the Löwdin partial charges, in e, on atoms 1 to 5: number 1, Ta, carries 1.56; number 2, Br, carries 0.75; number 3, Br, carries 0.81; number 4, S, carries -0.23; number 5, S, carries 0.15


DFT (ωB97M-V with the def2-TZVPD basis set) results for a structure of composition C28H21Br4CaClN4O8S3Se.

The geometry in ORCA input format:
```
! wB97M-V def2-TZVPD RIJCOSX def2/J DEFGRID3
* xyz -2 1
Br -7.391 -0.485 0.667
Br -4.640 -0.477 -4.321
Br -7.401 -1.035 -2.591
Br -4.636 0.666 2.122
Se -3.913 3.024 -6.141
Ca -0.575 0.408 -1.249
Cl -0.646 -2.624 -1.990
S 2.863 1.418 -0.012
S -1.238 -0.746 1.896
S 3.246 4.968 0.060
O -1.815 -1.904 -1.517
O -2.494 1.011 -2.495
O -0.127 -3.474 -0.960
O 1.474 1.281 -0.582
O -0.942 -3.368 -3.166
O -0.232 -0.775 0.776
O 0.358 -1.587 -2.303
O -2.431 1.067 0.069
N -0.304 1.619 -3.418
N -2.625 1.672 -3.753
N -2.156 3.121 -6.310
N 1.985 5.042 2.598
C 4.779 -0.420 0.669
C 2.487 5.021 1.544
C 1.061 -3.579 3.637
C 3.294 -2.625 -0.138
C 0.443 -3.768 4.864
C 0.191 1.635 2.250
C -4.732 0.015 -2.508
C -0.945 0.813 2.829
C -1.197 -2.103 4.298
C -1.430 1.961 -4.172
C -0.554 -1.906 3.082
C -3.544 0.711 -0.468
C 0.090 2.900 -5.854
C 4.563 -2.799 0.391
C 0.888 1.899 -3.869
C 2.754 -1.349 -0.254
C 5.307 -1.694 0.793
C -5.854 -0.103 -0.376
C 0.560 -2.649 2.734
C -4.706 0.379 0.249
C -5.870 -0.313 -1.745
C 1.570 1.013 2.449
C -1.252 2.660 -5.453
C -0.690 -3.032 5.192
C 1.163 2.532 -5.097
C 2.663 1.805 1.744
C -3.651 0.604 -1.892
C 3.493 -0.258 0.161
H -1.183 -3.188 6.144
H 1.710 1.620 -3.215
H 0.836 -4.495 5.563
H 1.575 -0.022 2.104
H 0.204 3.409 -6.803
H 1.767 -1.224 -0.666
H 1.805 0.994 3.518
H 2.473 2.880 1.777
H 1.937 -4.158 3.373
H 1.013 -2.496 1.763
H -0.761 0.539 3.869
H -1.888 1.350 2.746
H 2.183 2.730 -5.394
H 5.364 0.445 0.961
H 4.982 -3.793 0.482
H 0.005 1.806 1.192
H 3.654 1.633 2.170
H 0.166 2.627 2.710
H 6.304 -1.825 1.194
H 2.702 -3.470 -0.467
H -2.089 -1.536 4.541
*
```

The lowest unoccupied orbital energy (spin up / spin down) comes out at 3.55 / 3.55 eV. As for the HOMO-LUMO gap (spin up / spin down): 5.8 / 5.8 eV. The HOMO energy (spin up / spin down) is -2.26 / -2.26 eV. For the energy above the lowest of the compared OMol25 structures with the same formula, charge and spin, the calculation gives 277.91 kJ/mol.

These are the Löwdin partial charges, in e, on atoms 1 to 5: number 1, Br, carries 0.66; number 2, Br, carries 0.77; number 3, Br, carries 0.66; number 4, Br, carries 0.75; number 5, Se, carries 0.45


Question: energy above the lowest of the compared OMol25 structures with the same formula, charge and spin of number 1 (C28H21Br2N3O4S5Ta)?
Answer: 174.78 kJ/mol